1.
C28H38N4RhS3 as an isolated structure, computed with the ωB97M-V functional and the def2-TZVPD basis.

Each line ends with the Löwdin charge.
CARTESIAN COORDINATES (ANGSTROEM)
Rh -0.1854 0.3800 0.1594  1.044
C -0.3750 -3.0034 6.6807  -0.028
C 0.5813 -3.2949 5.5160  -0.550
C 0.3397 -4.7148 4.9555  -0.012
C 2.0175 -3.2349 6.0500  -0.044
C 0.3318 -2.3381 4.3728  -0.104
C -0.9629 -1.9995 3.9679  0.046
C -1.1593 -1.1462 2.9049  -0.114
N -0.1500 -0.6273 2.1956  0.020
C 1.1079 -0.9279 2.5709  -0.192
C 1.3743 -1.7640 3.6413  0.090
C 2.1912 -0.3450 1.7633  -0.197
C 3.4421 -0.0674 2.2817  0.085
C 4.4533 0.4583 1.4704  -0.097
C 4.1394 0.6061 0.1111  0.040
C 2.8751 0.3167 -0.3429  -0.105
N 1.8888 -0.0969 0.4739  -0.016
C 5.7890 0.8970 2.0225  -0.547
C 5.6942 2.4344 2.1659  -0.015
C 6.0727 0.3035 3.4079  -0.041
C 6.9457 0.5450 1.0772  -0.026
H -0.0982 -3.6102 7.5400  0.102
H -1.4104 -3.2343 6.4271  0.085
H -0.3273 -1.9550 6.9805  0.100
H 0.4206 -5.4317 5.7714  0.106
H 1.0819 -4.9734 4.1993  0.096
H -0.6514 -4.8021 4.5074  0.091
H 2.1230 -3.9318 6.8793  0.103
H 2.2518 -2.2421 6.4412  0.101
H 2.7521 -3.5295 5.2990  0.086
H -1.8255 -2.4008 4.4798  0.134
H -2.1588 -0.8422 2.6253  0.101
H 2.3999 -1.9985 3.8819  0.122
H 3.6255 -0.2578 3.3279  0.121
H 4.8890 0.9485 -0.5886  0.134
H 2.6334 0.3803 -1.3947  0.115
H 4.9625 2.7145 2.9257  0.092
H 5.4134 2.9027 1.2206  0.087
H 6.6646 2.8255 2.4688  0.107
H 5.3530 0.6475 4.1523  0.085
H 7.0529 0.6310 3.7488  0.103
H 6.0908 -0.7876 3.3775  0.103
H 6.9439 1.1655 0.1795  0.087
H 6.9237 -0.5026 0.7740  0.103
H 7.8906 0.7253 1.5861  0.102
C 2.1083 2.8911 -1.8757  -0.069
C 0.8348 2.3643 -2.4335  -0.583
N -0.0012 1.5377 -1.8515  -0.016
C -1.0991 1.2565 -2.6423  -0.326
C -1.0742 1.8832 -3.8523  -0.286
S 0.3173 2.8380 -4.0143  1.210
C -2.1250 0.3649 -2.1609  -0.325
C -3.2987 0.0675 -2.7845  -0.284
S -4.1941 -1.0628 -1.8883  1.216
C -2.9599 -1.1042 -0.6865  -0.573
N -1.9574 -0.3007 -0.9635  -0.031
C -3.0933 -2.0095 0.4835  -0.060
H 2.1661 2.7129 -0.8054  0.044
H 2.2019 3.9589 -2.0730  0.106
H 2.9676 2.4166 -2.3536  0.101
H -1.8020 1.8214 -4.6448  0.103
H -3.6662 0.4550 -3.7204  0.104
H -3.6515 -2.9008 0.2013  0.101
H -3.6622 -1.5302 1.2840  0.094
H -2.1168 -2.3098 0.8594  0.075
C 0.3718 3.4435 1.5019  -0.284
S -1.0765 2.5436 0.9214  0.910
C -2.0038 2.4265 2.4584  -0.298
H 0.7569 2.9891 2.4128  0.068
H 0.0681 4.4739 1.6889  0.082
H 1.1222 3.4242 0.7175  0.022
H -2.2344 3.4450 2.7731  0.080
H -1.4195 1.9200 3.2240  0.056
H -2.9271 1.8891 2.2549  0.059

Cartesian forces (eV/Å) of the 6 atoms listed first:
Rh 0.063 0.118 -0.118
C -0.189 0.097 -0.194
C 0.189 -0.340 0.151
C -0.127 0.131 0.019
C -0.066 0.206 -0.092
C 0.150 0.055 0.074

Net charge   +3
Energy above the lowest of the compared OMol25 structures with the same formula, charge and spin   39.4 kcal/mol
Electronic energy   -2612.98311 Eh
E_HOMO (spin up / spin down)   -16.83 / -16.83 eV
LUMO (spin up / spin down)   -11.8 / -11.7 eV

2.
C28H38N7PRu as an isolated structure, computed with the ωB97M-V functional and the def2-TZVPD basis.

Each line ends with the Löwdin charge.
CARTESIAN COORDINATES (ANGSTROEM)
Ru -0.1727 0.0929 -0.6838  1.143
C 2.0274 -2.1071 -2.5564  -0.198
C 1.7594 -3.1965 -1.5150  -0.151
C 0.9989 -2.7514 -0.2572  -0.226
N -0.1737 -1.9414 -0.5735  -0.116
C -1.3313 -2.5568 -0.8436  -0.203
C -1.4421 -3.9679 -0.8440  0.037
C -2.4831 -4.8118 -1.1434  -0.019
C -3.7663 -4.5051 -1.5836  -0.019
C -4.2891 -3.2475 -1.7763  -0.023
C -3.7067 -2.0108 -1.5327  0.043
C -2.4377 -1.6402 -1.0810  -0.190
N -2.0792 -0.3401 -0.8973  -0.123
C -3.0782 0.7279 -0.8837  -0.202
C -2.6704 1.9143 -1.7355  -0.155
C -1.5762 2.7584 -1.1098  -0.214
N -0.2918 2.0679 -1.0565  -0.112
C 0.8445 2.7555 -1.2212  -0.214
C 0.8753 4.1651 -1.2285  0.031
C 1.8750 5.0588 -1.5431  -0.024
C 3.1655 4.8054 -1.9892  -0.021
C 3.7596 3.5669 -2.1244  -0.020
C 3.2596 2.3167 -1.7957  0.037
C 2.0111 1.9013 -1.3133  -0.202
N 1.7559 0.6058 -0.9901  -0.099
C 2.9007 -0.3118 -0.9266  -0.220
C 3.1396 -1.1289 -2.1932  -0.164
H 2.3066 -2.5953 -3.4910  0.122
H 1.1022 -1.5652 -2.7776  0.093
H 1.1870 -3.9932 -1.9962  0.112
H 2.7021 -3.6496 -1.1964  0.131
H 0.7276 -3.6238 0.3390  0.113
H 1.6216 -2.1573 0.3997  0.074
H -0.5380 -4.4926 -0.5778  0.102
H -2.2589 -5.8675 -1.0493  0.127
H -4.4155 -5.3431 -1.8052  0.128
H -5.3029 -3.2074 -2.1553  0.126
H -4.3692 -1.1931 -1.7644  0.106
H -4.0581 0.3898 -1.1957  0.100
H -3.1924 1.0525 0.1572  0.119
H -2.3664 1.5756 -2.7293  0.128
H -3.5445 2.5549 -1.8674  0.130
H -1.5046 3.6776 -1.6868  0.115
H -1.8770 3.0345 -0.0911  0.120
H -0.0458 4.6430 -0.9284  0.111
H 1.6001 6.1032 -1.4589  0.126
H 3.7671 5.6665 -2.2521  0.127
H 4.7714 3.5671 -2.5109  0.126
H 3.9637 1.5205 -1.9800  0.106
H 3.8011 0.2392 -0.6622  0.115
H 2.7373 -0.9713 -0.0869  0.075
H 3.3132 -0.4550 -3.0367  0.117
H 4.0690 -1.6855 -2.0441  0.130
C 0.5276 -0.7698 4.3498  -0.160
N 1.2726 0.3830 3.8403  -0.136
C 0.5778 1.6111 4.2313  -0.162
N -0.8168 1.6489 3.7891  -0.137
C -1.5122 0.4657 4.2990  -0.161
N -0.8703 -0.7931 3.9125  -0.135
C -0.9875 -1.0504 2.4874  -0.279
P -0.1523 0.2932 1.5442  0.975
C 1.4802 0.3096 2.4029  -0.278
C -0.9255 1.7639 2.3410  -0.284
H 0.5413 -0.7267 5.4386  0.140
H 1.0222 -1.6905 4.0361  0.135
H 1.1111 2.4742 3.8303  0.135
H 0.5900 1.6754 5.3193  0.140
H -2.5450 0.4700 3.9473  0.135
H -1.5206 0.5216 5.3873  0.140
H -2.0390 -1.0982 2.1910  0.102
H -0.5248 -2.0075 2.2358  0.093
H 2.0633 1.1666 2.0568  0.103
H 2.0381 -0.5965 2.1536  0.090
H -1.9780 1.8333 2.0549  0.088
H -0.4226 2.6722 1.9981  0.099

Cartesian forces (eV/Å) of the 6 atoms listed first:
Ru 0.117 -0.064 -0.297
C 0.005 -0.015 0.000
C -0.001 0.036 0.012
C -0.008 -0.039 -0.037
N -0.085 0.057 0.004
C 0.076 0.077 0.092

Net charge   +2
Energy above the lowest of the compared OMol25 structures with the same formula, charge and spin   0.0 kcal/mol
Electronic energy   -1908.74716 Eh
E_HOMO (spin up / spin down)   -13.35 / -13.33 eV
LUMO (spin up / spin down)   -8.0 / -8.0 eV

3.
C28H39CdN7O3SSe as an isolated structure, computed with the ωB97M-V functional and the def2-TZVPD basis.

Each line ends with the Löwdin charge.
CARTESIAN COORDINATES (ANGSTROEM)
Cd 0.0538 -0.7343 0.4923  1.258
C 5.3226 0.7795 0.1747  -0.036
N 4.5800 -0.3182 0.7774  -0.071
C 5.3318 -1.4124 1.3804  -0.133
C 4.2164 -2.3848 1.7592  -0.139
N 3.1173 -2.0641 0.8446  -0.119
C 3.0836 -2.9355 -0.3445  -0.062
C 3.3002 -0.7113 0.4770  -0.384
N 2.3159 -0.0617 -0.0225  0.015
C 2.4039 1.3179 -0.4659  -0.235
C 0.9797 1.7893 -0.6939  -0.254
N 0.3201 1.7553 0.5964  0.010
C -0.4586 2.6783 1.0339  -0.360
N -0.9416 2.6519 2.3264  -0.104
C -0.9178 1.4431 3.1127  -0.064
C -2.1170 3.4949 2.4289  -0.129
C -1.8293 4.5347 1.3632  -0.135
N -0.9915 3.8027 0.4207  -0.076
C -0.3698 4.5968 -0.6218  -0.053
H 6.3804 0.5993 0.3550  0.089
H 5.0701 1.7433 0.6109  0.083
H 5.1695 0.8242 -0.9027  0.090
H 5.8824 -1.0621 2.2540  0.123
H 6.0485 -1.8370 0.6686  0.122
H 3.8934 -2.2117 2.7870  0.120
H 4.5045 -3.4281 1.6576  0.123
H 4.0712 -3.0120 -0.8192  0.094
H 2.3658 -2.5404 -1.0591  0.031
H 2.7495 -3.9288 -0.0501  0.082
H 2.9780 1.4086 -1.3917  0.115
H 2.8485 1.9599 0.2982  0.111
H 0.4920 1.0730 -1.3693  0.105
H 0.9946 2.7460 -1.2029  0.082
H 0.0775 1.0017 3.0705  0.074
H -1.6526 0.7247 2.7455  0.055
H -1.1428 1.6976 4.1483  0.092
H -2.1998 3.9246 3.4266  0.123
H -3.0310 2.9303 2.2079  0.135
H -1.2896 5.3929 1.7825  0.124
H -2.7321 4.8957 0.8716  0.127
H -0.8548 5.5714 -0.6254  0.087
H -0.5108 4.1624 -1.6106  0.088
H 0.6973 4.7578 -0.4446  0.092
O -6.3337 -0.3881 0.1507  -0.452
S -5.3422 -0.7543 -0.8495  0.899
O -4.9588 -2.4113 -0.5445  -0.243
N -3.9401 -0.0427 -0.4898  -0.132
C -3.0221 -0.5282 0.3007  -0.555
O -1.9351 0.1344 0.4642  -0.235
C -3.2727 -1.7934 1.0404  -0.133
C -2.6043 -2.1138 2.2188  -0.062
C -2.8981 -3.2629 2.9283  -0.101
C -3.8713 -4.1326 2.4458  -0.071
C -4.5516 -3.8353 1.2824  0.006
C -4.2658 -2.6646 0.5843  -0.298
H -1.8604 -1.4284 2.6068  0.082
H -2.3795 -3.4798 3.8530  0.098
H -4.1098 -5.0389 2.9876  0.104
H -5.3288 -4.4810 0.8962  0.121
C 0.5066 -8.7003 0.3235  -0.056
C 0.3076 -7.2378 0.0256  -0.279
C -0.0874 -6.7985 -1.2292  -0.021
C -0.2873 -5.4528 -1.5115  -0.314
C -0.7241 -5.0654 -2.8978  -0.116
C -0.0875 -4.4939 -0.5010  -0.521
Se -0.4905 -2.6818 -1.0371  0.620
C 0.3215 -4.9169 0.7703  -0.304
C 0.5727 -4.0064 1.9405  -0.084
C 0.5104 -6.2780 1.0026  -0.030
H 0.3233 -9.3097 -0.5608  0.071
H -0.1730 -9.0344 1.1097  0.079
H 1.5243 -8.8981 0.6657  0.077
H -0.2522 -7.5267 -2.0166  0.111
H -0.7560 -5.9398 -3.5471  0.072
H -0.0474 -4.3268 -3.3307  0.055
H -1.7151 -4.6068 -2.8800  0.069
H 0.6412 -2.9639 1.6432  -0.016
H 1.5082 -4.2746 2.4366  0.077
H -0.2290 -4.0976 2.6722  0.066
H 0.8226 -6.5938 1.9945  0.120

Cartesian forces (eV/Å) of the 6 atoms listed first:
Cd 0.392 0.268 -0.239
C -0.092 0.006 0.036
N -0.059 -0.006 -0.005
C 0.004 -0.039 -0.012
C -0.043 0.015 0.020
N 0.060 0.020 -0.011

Energy above the lowest of the compared OMol25 structures with the same formula, charge and spin   44.4 kcal/mol
Electronic energy   -4666.72462 Eh
E_HOMO   -6.98 eV
LUMO   0.1 eV